24
Properties=species:S:1:pos:R:3 method="wB97M-V/def2-TZVPD" homo_lumo_gap_ev=5.695 charge=+1 de_lowest_kj_mol=367.02
C -1.27740 -2.17935 0.74841
C 3.04174 -0.84488 -0.73863
C -1.77214 1.32447 1.59913
C -1.48414 1.46085 -1.43866
C -1.32900 -1.11961 -0.38527
C 2.86159 0.47841 -0.16583
O 3.31693 0.98815 0.95121
P -0.91356 0.62631 0.13311
H -1.73220 -3.11956 0.32996
H -0.29041 -2.37737 0.89462
H -1.68788 -1.70159 1.67749
H 3.46511 -0.60525 -1.66789
H 2.12780 -1.45087 -0.69128
H 3.68073 -1.43507 -0.26040
H -1.54072 0.78142 2.40317
H -2.81281 1.40132 1.51122
H -1.30841 2.37078 1.80466
H -0.98080 1.01112 -2.19181
H -1.32868 2.46205 -1.39828
H -2.48898 1.38345 -1.53580
H -2.41684 -1.03409 -0.77944
H -0.70250 -1.48116 -1.14379
H 2.31890 1.14277 -0.84992
H 3.25368 1.91769 1.19403

---

3
Properties=species:S:1:pos:R:3 method="wB97M-V/def2-TZVPD" homo_lumo_gap_ev="7.148 / 5.626" de_lowest_kj_mol=15.09
P 0.66148 -0.64991 -0.00018
S 2.00804 0.79118 -0.00025
Br -2.66952 -0.14127 0.00043

---

52
Properties=species:S:1:pos:R:3 method="wB97M-V/def2-TZVPD" homo_lumo_gap_ev="7.945 / 7.067" s_squared=2.008 charge=+1 de_lowest_kj_mol=0.42 spin_multiplicity=3
Ni -0.84061 0.39058 -1.35141
N -1.42633 2.29815 -0.53851
C -2.49219 2.85067 -1.40249
C -2.11413 2.62918 -2.86198
N -1.85597 1.19920 -3.03128
C -1.21583 0.73982 -4.26547
C -0.88248 -0.73521 -4.06443
N -0.03998 -0.86875 -2.85627
H -1.76486 2.17676 0.41128
H -0.65966 2.96480 -0.48693
H -2.66723 3.91011 -1.20318
H -3.41341 2.31182 -1.17455
H -1.20986 3.18466 -3.12462
H -2.91745 2.98170 -3.51718
H -2.73918 0.69696 -2.94381
H -0.31058 1.32761 -4.44029
H -1.86446 0.86899 -5.13773
H -0.39321 -1.15253 -4.94746
H -1.80157 -1.29662 -3.88868
H 0.91051 -0.58702 -3.08816
H 0.01558 -1.83645 -2.55134
C -0.94515 -4.07674 -0.56100
O -1.28977 -2.70468 -0.79406
C -2.47745 -2.27905 -0.28334
S -3.50304 -3.18569 0.57370
S -2.78790 -0.62863 -0.77605
H 0.00811 -4.22830 -1.06332
H -1.70850 -4.73245 -0.97981
H -0.85738 -4.27599 0.50793
C 2.68632 -0.35296 -0.21569
As 0.86583 -0.08821 0.43405
C 0.70380 -1.63402 1.59428
C 1.18424 1.43592 1.66763
C 1.68281 1.01563 3.01619
C 3.04786 0.97595 3.28432
C 3.51161 0.53713 4.51533
C 2.61412 0.13731 5.49247
C 1.25234 0.18345 5.23614
C 0.79009 0.61867 4.00606
H 3.36467 -0.46608 0.63043
H 3.00095 0.50057 -0.81490
H 2.73877 -1.25624 -0.82259
H 1.50567 -1.61666 2.33013
H 0.78669 -2.51661 0.96554
H -0.26489 -1.64481 2.09630
H 0.26960 2.02463 1.75099
H 1.93095 2.05250 1.15965
H 3.75435 1.30085 2.53052
H 4.57423 0.51680 4.71396
H 2.97323 -0.20039 6.45405
H 0.54808 -0.11742 5.99872
H -0.27739 0.65107 3.81686

---

87
Properties=species:S:1:pos:R:3 method="wB97M-V/def2-TZVPD" homo_lumo_gap_ev="5.802 / 5.854" s_squared=0.758 charge=-2 de_lowest_kj_mol=23.00 spin_multiplicity=2
Ti 1.22107 1.80170 0.27655
C -2.36414 0.75716 1.34580
C -1.88340 -0.67553 1.16241
C -0.95390 -1.08897 2.29895
C -3.08386 -1.62094 1.13152
O -1.13752 -0.68521 -0.06333
Si -0.85658 -1.92288 -1.12301
S 0.37728 -1.44908 -2.68804
O -0.34207 -3.13003 -0.10839
C 0.46924 -4.27986 -0.05760
C 1.54058 -4.02079 0.99999
C -0.43462 -5.43716 0.36859
C 1.13318 -4.60878 -1.39184
O -2.38180 -2.40086 -1.61185
C -2.95145 -2.81101 -2.83786
C -2.14209 -3.93827 -3.47779
C -3.06063 -1.62209 -3.79204
C -4.34740 -3.32056 -2.48442
H -3.01793 0.84184 2.21662
H -2.91460 1.07051 0.45491
H -1.52836 1.44479 1.49296
H -1.43348 -0.92463 3.26635
H -0.03945 -0.49885 2.27123
H -0.69176 -2.14506 2.19878
H -3.60001 -1.56215 2.09282
H -2.76304 -2.64999 0.96662
H -3.77876 -1.34290 0.33934
H 1.07685 -3.82920 1.96944
H 2.11249 -3.13363 0.72278
H 2.21698 -4.87400 1.09554
H -0.94137 -5.18174 1.30071
H 0.14393 -6.35244 0.51771
H -1.19308 -5.61600 -0.39675
H 1.77525 -3.78979 -1.71014
H 0.38310 -4.76313 -2.16850
H 1.72703 -5.52111 -1.28940
H -1.14921 -3.57428 -3.74316
H -2.64518 -4.31027 -4.37483
H -2.04078 -4.76249 -2.76801
H -2.06431 -1.23107 -3.99833
H -3.66150 -0.83650 -3.32755
H -3.53784 -1.92155 -4.72974
H -4.26942 -4.17322 -1.80764
H -4.89005 -3.62595 -3.38308
H -4.90927 -2.53296 -1.98027
O 3.45658 -1.47184 6.15619
C 3.10101 -0.89823 5.15105
S 2.08248 0.54102 5.13909
C 2.03262 0.76767 3.39198
C 2.70063 -0.13157 2.65607
S 2.75184 -0.06230 0.93051
S 3.53879 -1.41247 3.51938
S 1.11382 2.07683 2.73350
C -1.57119 2.26476 -3.47049
O -0.18658 1.97785 -3.71598
C 0.50783 1.73997 -2.61723
O 0.03585 1.86657 -1.48605
N 1.79233 1.38121 -2.81668
N 2.34893 0.84150 -1.64973
H -1.99104 2.50344 -4.44302
H -1.66915 3.10225 -2.78096
H -2.05122 1.38454 -3.04469
H 2.00804 0.93549 -3.69723
H 3.32589 1.10765 -1.55434
H 2.17273 -0.17475 -1.64869
Te 2.93276 3.97072 -0.41491
C 4.68300 2.98730 -1.11693
C 5.50747 2.08760 -0.49653
C 6.57302 1.61581 -1.31815
C 6.55636 2.15564 -2.56764
S 5.23153 3.23724 -2.73806
H 5.32816 1.75429 0.51574
H 7.31085 0.89564 -0.99039
H 7.24358 1.96568 -3.37630
C -0.64886 7.89082 3.54192
C -0.95606 6.44020 3.29242
C -1.59487 5.65434 4.24382
C -1.82859 4.33942 3.88260
N -1.46442 3.83172 2.72011
C -0.80623 4.64415 1.87213
S -0.25708 4.01886 0.34863
N -0.56661 5.94953 2.12675
H -1.17709 8.26733 4.41820
H -0.92072 8.48057 2.66714
H 0.42423 8.01409 3.69704
H -1.89806 6.04891 5.20460
H -2.34062 3.65951 4.55911